(1)
Formula: C20H28F3O2Yb
Source: the Open Molecules 2025 dataset
Level of theory: ωB97M-V/def2-TZVPD

Structure (XYZ):
```
54
Properties=species:S:1:pos:R:3
O -0.90346 0.54780 -1.87503
C -0.29371 -3.21508 0.30663
C 2.79320 2.30500 -0.82644
C 2.09872 1.44782 1.28932
H 4.48996 3.38689 -0.00183
O 2.02388 1.15641 -0.10544
H 2.49018 3.39578 2.18605
H -2.60177 1.82548 -1.46226
C -1.09793 -0.04109 -3.23618
H 1.14816 -2.95929 -1.38965
H -1.88000 1.17971 3.39349
H -2.57568 -1.78223 -3.04427
H 1.97737 2.75917 -1.39451
F 0.09220 -1.68652 4.55254
C -0.14168 -3.01245 1.70520
C -2.16447 0.44911 2.64029
H -3.38328 -0.55906 -0.33550
H -1.30105 -1.92554 -4.33118
H -0.81960 -2.20825 -2.78083
C 3.39575 3.29401 0.19378
C -2.99253 -0.46041 0.68508
F 1.67798 -0.34874 3.89754
C -2.82887 -1.50251 1.64443
C 0.28852 -0.49547 3.90346
H 2.93183 -2.34881 0.53960
C 0.92726 -2.85186 -0.32066
H 2.90736 4.27486 0.02010
H -3.16684 0.40720 -3.36456
H -2.99327 -2.56251 1.51544
H -2.87545 1.77503 1.01460
H -0.84909 -3.23657 2.49670
C -2.64259 0.76580 1.33821
C -1.51502 -1.54565 -3.31551
H -1.17234 2.57963 -2.19917
H -2.13385 1.67825 -4.35706
H 0.33012 1.26226 -4.26928
C 1.16456 -2.56857 1.95798
H 1.05282 1.66888 1.70649
Yb 0.48632 -0.16992 0.96030
H -2.11933 -1.50553 3.75182
H 1.54827 -2.47320 2.96512
H 0.10474 -0.33946 -4.99239
H 3.95916 2.42829 2.06186
F -0.11239 0.43502 4.82086
C 1.85503 -2.47177 0.69194
C -2.31360 -0.94820 2.83741
H -1.15683 -3.66796 -0.18640
H 3.53161 1.84484 -1.50663
C -2.23967 1.00441 -3.50190
H 1.07196 -0.09511 -3.42866
C -1.79889 1.65338 -2.18497
H 2.52380 0.56388 1.80929
C 0.17910 0.20343 -4.02314
C 3.02336 2.68941 1.54793
```

Output
frontier orbital gap (spin up / spin down): 6.7 / 5.4 eV
<S²>: 0.772
max |F|: 0.099 hartree/bohr
E_HOMO (spin up / spin down): -6.87 / -6.84 eV
spin multiplicity: 2

For each atom in turn, the Löwdin charge in e is: atom 1 (O): -0.16, atom 2 (C): -0.17, atom 3 (C): -0.07, atom 4 (C): -0.30, atom 5 (H): 0.12, atom 6 (O): -0.26, atom 7 (H): 0.12, atom 8 (H): 0.09, atom 9 (C): -0.50, atom 10 (H): 0.08, atom 11 (H): 0.09, atom 12 (H): 0.09, atom 13 (H): 0.11, atom 14 (F): 0.01, atom 15 (C): -0.20, atom 16 (C): -0.16, atom 17 (H): 0.10, atom 18 (H): 0.08, atom 19 (H): 0.07, atom 20 (C): -0.15, atom 21 (C): -0.09, atom 22 (F): -0.05, atom 23 (C): -0.13, atom 24 (C): -0.48, atom 25 (H): 0.08, atom 26 (C): -0.22, atom 27 (H): 0.12, atom 28 (H): 0.12, atom 29 (H): 0.09, atom 30 (H): 0.08, atom 31 (H): 0.09, atom 32 (C): -0.17, atom 33 (C): -0.01, atom 34 (H): 0.12, atom 35 (H): 0.11, atom 36 (H): 0.08, atom 37 (C): -0.26, atom 38 (H): 0.10, atom 39 (Yb): 1.37, atom 40 (H): 0.10, atom 41 (H): 0.08, atom 42 (H): 0.09, atom 43 (H): 0.12, atom 44 (F): 0.00, atom 45 (C): -0.25, atom 46 (C): -0.13, atom 47 (H): 0.09, atom 48 (H): 0.13, atom 49 (C): -0.06, atom 50 (H): 0.10, atom 51 (C): -0.18, atom 52 (H): 0.11, atom 53 (C): -0.03, atom 54 (C): -0.11

(2)
Formula: C10H13N3OS
Source: the Open Molecules 2025 dataset
Level of theory: ωB97M-V/def2-TZVPD

Structure (XYZ):
```
28
Properties=species:S:1:pos:R:3
C -2.41070 -0.31536 -1.56631
H -4.27777 0.06686 0.45345
H 0.18619 2.15324 0.20292
H 3.87412 1.98820 1.39505
C -3.34687 0.58640 0.63240
H -3.32111 0.17292 -1.88939
N -0.75534 1.80794 0.23547
O -0.08474 -2.78618 1.47136
N -2.04983 -1.46543 0.55986
H 1.51191 -1.46771 -1.17544
C 3.48167 1.17111 0.67591
H 4.03012 -0.97203 -1.93971
H -3.18006 0.66756 1.73243
H 5.25547 0.68021 -0.33051
C 1.43257 -0.15415 0.26599
H -3.59284 1.52514 0.20817
N 0.05916 -0.41935 0.47360
H -2.50899 -1.42389 -1.79643
C 3.42780 -0.55041 -1.05318
C 4.14026 0.46371 -0.32621
H 1.62872 1.45681 1.80525
C -2.25910 -0.18571 -0.03473
S -0.49395 -2.02882 0.30770
C -0.83867 0.56694 0.24416
H -2.56007 -1.82581 1.30541
C 2.11363 0.87246 0.98078
H -1.51284 0.14437 -2.01081
C 2.05125 -0.72905 -0.82719
```

Output
frontier orbital gap: 9.8 eV
max |F|: 0.101 hartree/bohr
E_HOMO: -9.10 eV

For each atom in turn, the Löwdin charge in e is: atom 1 (C): -0.01, atom 2 (H): 0.08, atom 3 (H): 0.04, atom 4 (H): 0.13, atom 5 (C): -0.05, atom 6 (H): 0.07, atom 7 (N): 0.19, atom 8 (O): -0.42, atom 9 (N): -0.16, atom 10 (H): 0.03, atom 11 (C): -0.10, atom 12 (H): 0.13, atom 13 (H): 0.11, atom 14 (H): 0.12, atom 15 (C): -0.26, atom 16 (H): 0.07, atom 17 (N): -0.16, atom 18 (H): 0.10, atom 19 (C): -0.05, atom 20 (C): -0.11, atom 21 (H): 0.13, atom 22 (C): -0.55, atom 23 (S): 0.95, atom 24 (C): -0.41, atom 25 (H): 0.09, atom 26 (C): -0.03, atom 27 (H): 0.09, atom 28 (C): -0.04

Q: Which relative energy (zero: lowest compared OMol25 entry of this formula, charge and spin) values were calculated for the entries above? A: 122.26; 54.65, in kcal/mol.